234
Properties=species:S:1:pos:R:3:forces:R:3:lowdin_charge:R:1 method="wB97M-V/def2-TZVPD" mol_weight_g_mol=1220.99 e_homo_ev=-7.86 smiles=CC1(C)CCCC(C)(C)N1O.CC1(C)CCCC(C)(C)N1O.CC1(C)CCCC(C)(C)N1O.CC1(C)CCCC(C)(C)N1O.CC1(C)CCCC(C)(C)N1O.CC1(C)CCCC(C)(C)N1O.CC1(C)CCCC(C)(C)N1O.CC(C)O.CC(C)O gap_ev=8.3
C -0.30388 -7.27709 -3.81781 -0.865 -0.377 0.074 -0.0198
C 0.19188 -6.53233 -2.58050 0.577 0.400 -0.446 -0.5193
C 1.38478 -7.28010 -1.98944 0.201 -0.551 0.017 -0.0329
C 0.70680 -5.11103 -2.89174 -0.895 0.043 0.385 -0.1367
C -0.39351 -4.16611 -3.38116 0.720 -0.808 0.674 -0.1604
C -1.52446 -4.11542 -2.33488 0.479 0.376 -1.636 -0.1302
C -1.96202 -5.44776 -1.72258 -0.724 0.197 -0.486 -0.5052
C -2.55359 -5.11265 -0.36412 -0.456 -1.018 1.602 -0.0318
C -3.08212 -6.07118 -2.57158 -1.108 0.255 0.330 -0.0222
N -0.82181 -6.32582 -1.55414 0.868 0.532 0.821 -0.1062
O -1.11431 -7.47987 -0.77952 -0.133 0.066 -0.562 -0.0019
H -1.11764 -6.74187 -4.30466 0.116 0.108 -0.059 0.0557
H 0.43241 -7.50957 -4.58700 0.315 0.130 0.242 0.0876
H -0.74884 -8.21749 -3.47437 0.125 -0.050 -0.116 0.0914
H 2.24694 -7.16881 -2.65093 -0.072 0.033 -0.070 0.0891
H 1.69862 -6.91331 -1.01013 -0.199 0.169 -0.024 0.0609
H 1.20113 -8.35353 -1.90236 -0.117 0.059 0.052 0.0859
H 0.96130 -4.75078 -1.88682 0.616 0.206 -0.246 0.1104
H 1.56748 -5.12941 -3.55988 0.062 -0.069 0.045 0.1161
H 0.07129 -3.18510 -3.47677 -0.299 0.176 -0.260 0.0836
H -0.78540 -4.49017 -4.34828 0.078 0.098 -0.061 0.1094
H -2.31853 -3.72527 -2.98041 -0.584 0.191 0.865 0.1141
H -1.26632 -3.38432 -1.57015 -0.070 -0.042 0.091 0.0944
H -1.80501 -4.92702 0.41341 0.285 0.316 -0.393 0.0697
H -3.09747 -5.96255 0.07086 0.051 -0.124 -0.357 0.0900
H -3.28427 -4.30762 -0.32389 0.263 0.150 -0.534 0.0548
H -2.94642 -6.05782 -3.65099 0.428 -0.301 0.037 0.0727
H -4.01506 -5.50251 -2.43910 0.219 0.151 0.150 0.0737
H -3.33732 -7.05816 -2.18046 0.294 -0.190 -0.334 0.0894
H -0.49926 -7.36193 -0.04993 -0.123 -0.200 0.212 0.0887
C 4.22801 1.17613 6.70106 -0.356 -0.015 0.441 -0.0325
C 2.76777 0.75510 6.50398 -0.230 0.583 0.753 -0.4942
C 1.90093 1.50546 7.55816 -0.312 -0.384 0.024 -0.0045
C 2.32854 1.17921 5.12063 0.286 0.520 -1.275 -0.1675
C 1.01742 0.54894 4.69114 0.600 0.920 -0.019 -0.1647
C 1.20992 -0.94589 4.74287 -1.425 0.063 -0.636 -0.1566
C 1.60352 -1.50979 6.10119 -0.366 -0.426 -0.128 -0.5078
C 0.35230 -1.55234 7.00730 0.070 0.836 -0.710 -0.0190
C 2.13827 -2.92453 5.82950 0.332 0.128 0.981 -0.0250
N 2.67611 -0.70092 6.66194 1.009 -0.021 -1.224 -0.1025
O 2.97723 -1.10447 7.98232 -0.238 0.229 0.194 -0.0147
H 4.50780 1.02806 7.74780 0.156 -0.172 -0.084 0.0753
H 4.87846 0.60241 6.04260 0.108 0.150 -0.061 0.0893
H 4.30582 2.25122 6.53105 0.131 -0.053 -0.279 0.0770
H 1.29712 2.31401 7.14193 0.254 0.109 -0.155 0.0736
H 1.18278 0.80555 7.98330 0.080 0.055 0.234 0.0672
H 2.52191 1.90255 8.35926 -0.108 0.013 0.090 0.0768
H 2.28804 2.26727 5.03916 -0.185 -0.001 0.641 0.0789
H 3.09226 1.01503 4.34461 0.087 -0.781 0.319 0.1180
H 0.22833 0.96894 5.32501 -0.134 -0.524 0.159 0.1155
H 0.76711 0.88872 3.68235 0.065 -0.204 -0.062 0.0985
H 1.88343 -1.26186 3.94157 0.373 0.225 0.215 0.1149
H 0.24662 -1.38081 4.43694 0.112 -0.370 0.342 0.1183
H -0.20038 -0.62513 6.82566 -0.021 0.034 0.284 0.0709
H 0.63510 -1.57907 8.05522 -0.192 -0.420 0.066 0.0786
H -0.32336 -2.33805 6.67273 0.122 -0.290 0.391 0.0806
H 2.77279 -2.93022 4.94622 -0.035 -0.119 -0.047 0.0724
H 1.33931 -3.66083 5.75351 -0.043 0.052 -0.283 0.0759
H 2.75366 -3.22515 6.68182 -0.044 -0.121 -0.068 0.0823
H 3.93387 -1.20707 7.97467 0.010 -0.146 -0.010 0.1012
C -2.67964 2.97517 -0.14670 -0.821 0.136 -0.307 -0.0281
C -2.42137 4.48596 -0.10952 2.065 -0.966 -0.490 -0.5036
C -1.73477 4.88123 1.20908 -0.941 0.042 1.408 -0.0242
C -1.34322 4.66627 -1.20903 0.848 1.440 0.783 -0.1338
C -1.03594 6.14532 -1.47715 -1.390 0.260 -0.194 -0.1651
C -2.36893 6.80478 -1.85311 -0.379 -0.566 -0.614 -0.1374
C -3.48736 6.63754 -0.80649 0.290 0.714 0.628 -0.5152
C -3.18692 7.57344 0.38768 -0.222 0.269 -0.452 -0.0239
C -4.79951 7.10327 -1.42485 0.016 -0.001 -0.610 -0.0418
N -3.58849 5.22046 -0.47628 -0.140 -0.287 -1.576 -0.1059
O -4.73939 4.82617 0.22901 0.017 0.550 0.763 -0.0055
H -2.95180 2.72473 -1.17777 -0.295 -0.068 0.095 0.0782
H -1.79815 2.37086 0.05698 0.114 0.244 0.390 0.0660
H -3.51026 2.70796 0.50550 0.184 -0.185 0.106 0.0692
H -1.06389 5.73568 1.18238 0.001 0.032 -0.349 0.0482
H -2.51246 5.15149 1.93591 0.055 -0.023 -0.028 0.0927
H -1.18806 4.06934 1.69546 0.042 -0.177 -0.375 0.0810
H -0.42889 4.27087 -0.75379 -0.036 -0.587 -0.452 0.1184
H -1.58657 4.20461 -2.16452 -0.113 -0.313 0.159 0.1042
H -0.67101 6.68075 -0.60022 0.443 -0.249 -0.017 0.0881
H -0.33439 6.25269 -2.30445 0.150 0.050 0.126 0.1120
H -2.77364 6.30130 -2.74307 0.280 0.105 -0.104 0.1184
H -2.25798 7.86042 -2.10997 -0.020 0.044 0.155 0.1217
H -3.91540 7.39912 1.17875 0.247 0.012 0.239 0.0893
H -3.29485 8.60490 0.03869 -0.217 -0.023 0.063 0.0818
H -2.15432 7.52608 0.72008 -0.084 -0.355 0.353 0.0612
H -5.65045 6.93982 -0.76706 0.021 0.163 0.080 0.0814
H -4.99338 6.60782 -2.38229 0.017 -0.266 0.165 0.0870
H -4.71438 8.16003 -1.68384 -0.115 0.050 0.246 0.0860
H -5.37176 4.58345 -0.45371 0.063 -0.129 -0.089 0.1009
C -6.54829 -0.55555 1.14429 0.235 1.226 1.103 -0.0298
C -6.25905 -0.21844 -0.33427 0.174 -1.040 1.358 -0.5192
C -6.21145 1.29310 -0.45255 -0.762 0.360 -0.759 -0.0378
C -4.87897 -0.78841 -0.70028 -0.632 0.073 0.031 -0.1331
C -4.87868 -2.30648 -0.77816 -0.383 0.394 -1.005 -0.1745
C -5.92370 -2.73570 -1.82531 0.892 -0.046 0.530 -0.1332
C -7.32840 -2.21019 -1.55539 -0.293 -0.307 -0.094 -0.5266
C -8.14084 -2.37192 -2.84641 -0.276 0.273 0.499 -0.0329
C -7.96934 -3.04785 -0.44756 0.673 -0.257 0.959 -0.0238
N -7.23756 -0.79273 -1.23945 0.604 0.765 -1.437 -0.1062
O -8.49563 -0.15143 -1.17438 -0.102 -0.315 0.454 -0.0113
H -5.90169 0.06284 1.78879 0.034 0.056 -0.281 0.0844
H -7.54881 -0.21563 1.42651 -0.133 -0.389 -0.166 0.0898
H -6.34892 -1.54925 1.53597 -0.271 -0.302 -0.566 0.0642
H -5.47341 1.73484 0.21136 0.131 -0.096 -0.069 0.0659
H -6.02359 1.57668 -1.49524 0.348 -0.033 0.091 0.0929
H -7.18274 1.74422 -0.23443 0.040 -0.144 0.293 0.0836
H -4.65979 -0.38792 -1.69603 0.369 -0.013 0.106 0.1141
H -4.17485 -0.41624 0.04667 0.186 0.066 -0.193 0.1113
H -3.92322 -2.61938 -1.20070 0.159 -0.141 0.460 0.0832
H -5.08476 -2.79238 0.17474 0.264 0.050 0.110 0.1060
H -5.91616 -3.82900 -1.83371 -0.321 -0.003 -0.227 0.1135
H -5.53943 -2.39760 -2.79213 -0.288 0.065 -0.097 0.1224
H -8.13647 -3.42492 -3.12461 0.006 0.048 -0.237 0.0874
H -7.73978 -1.73156 -3.63280 0.167 -0.202 -0.100 0.0863
H -9.17070 -2.05621 -2.67170 -0.030 -0.158 -0.031 0.0779
H -7.94557 -4.11783 -0.67138 -0.602 0.112 -0.441 0.0874
H -8.94208 -2.67895 -0.12730 -0.177 -0.170 -0.332 0.0895
H -7.34840 -3.03235 0.45322 0.012 0.318 -0.045 0.0603
H -8.53810 0.34157 -1.99959 -0.048 0.027 0.004 0.1051
C -0.92137 -1.09564 -6.33934 -0.190 -0.625 0.727 -0.0164
C -0.06265 0.11471 -5.97220 0.390 -0.237 -0.278 -0.5245
C 1.28802 -0.01053 -6.69742 -0.278 -0.399 0.641 -0.0279
C -0.68762 1.44683 -6.38564 -0.886 -0.171 0.072 -0.1321
C -1.91962 1.77481 -5.55167 -0.713 -0.359 -0.075 -0.1830
C -1.49647 1.89784 -4.09452 0.255 0.324 -0.424 -0.1387
C -0.79035 0.63981 -3.57655 -0.956 0.418 0.461 -0.4850
C -0.04437 0.93380 -2.26543 0.541 -0.972 -0.237 -0.0056
C -1.91098 -0.36619 -3.22867 0.899 -1.244 -0.407 -0.0159
N 0.21107 0.20187 -4.54081 0.496 0.737 0.141 -0.0852
O 0.92272 -0.92475 -4.04395 -0.487 -0.211 -0.284 -0.0367
H -0.96225 -1.32454 -7.40348 -0.076 0.276 -0.067 0.0870
H -0.50323 -1.97995 -5.84395 0.217 0.082 -0.143 0.0773
H -1.92408 -1.03886 -5.91153 -0.095 0.223 -0.365 0.0654
H 1.77460 -0.93940 -6.39333 0.031 0.015 -0.059 0.0713
H 1.12576 -0.06625 -7.77217 0.141 0.306 -0.062 0.0866
H 1.91497 0.82305 -6.37924 0.109 0.073 -0.371 0.0861
H 0.01211 2.27196 -6.23560 0.259 -0.154 -0.234 0.1222
H -0.96541 1.35866 -7.43889 0.179 0.194 -0.049 0.1252
H -2.43769 2.66484 -5.92043 0.386 0.278 0.163 0.1125
H -2.70778 1.02016 -5.67192 0.290 -0.238 0.056 0.1018
H -2.34602 2.04447 -3.42488 0.002 0.310 -0.065 0.1097
H -0.83669 2.77385 -4.06366 0.040 -0.088 0.393 0.1201
H 0.99632 1.12367 -2.53162 -0.024 0.559 0.313 0.0817
H -0.01810 -0.00274 -1.70590 0.105 0.063 0.093 0.0478
H -0.47296 1.67652 -1.59746 -0.119 0.259 -0.328 0.0709
H -1.43968 -1.35859 -3.21647 -0.097 0.035 0.220 0.0695
H -2.70531 -0.45803 -3.96962 -0.157 0.376 0.119 0.0747
H -2.29385 -0.19257 -2.22416 -0.248 0.204 -0.126 0.0651
H 1.81371 -0.58210 -3.91584 0.153 0.019 0.283 0.0503
C 2.78174 3.03841 1.89021 -1.491 -0.166 -0.087 -0.0256
C 3.76278 4.17550 2.07798 0.567 0.684 0.009 -0.5019
C 5.14727 3.66568 1.71176 1.427 -1.371 0.078 -0.0373
C 3.42571 5.36732 1.16572 -0.327 -1.212 -0.540 -0.1307
C 2.16245 6.07273 1.60385 -0.181 1.397 -0.704 -0.1804
C 2.28768 6.57659 3.04364 -0.667 -1.025 -0.687 -0.1277
C 2.66571 5.43783 4.00997 0.630 0.645 0.620 -0.5016
C 3.15802 6.15484 5.28168 0.355 -0.296 -0.024 -0.0401
C 1.43800 4.61631 4.39412 -0.860 -0.017 1.199 -0.0242
N 3.81216 4.73315 3.43625 0.505 0.764 -0.315 -0.0952
O 4.47634 3.90145 4.36436 -0.576 -0.619 0.105 -0.0201
H 1.73209 3.35566 1.90955 0.165 0.285 0.200 0.0688
H 2.80589 2.55847 0.90772 0.710 -0.135 0.087 0.0817
H 2.86654 2.31335 2.69782 0.247 -0.219 -0.207 0.0713
H 5.23160 2.58267 1.87946 -0.274 0.073 0.204 0.0766
H 5.47469 3.73684 0.67200 -0.677 0.523 -0.160 0.0691
H 6.00225 4.04043 2.28097 -0.388 0.553 0.156 0.0838
H 4.27502 6.04411 1.06215 -0.006 0.085 0.379 0.1253
H 3.31569 4.88942 0.18215 -0.207 0.362 -0.086 0.1213
H 2.02419 6.95637 0.96082 0.172 -0.006 0.083 0.1122
H 1.23216 5.54170 1.38500 0.238 -0.572 0.447 0.0884
H 1.30994 6.93183 3.37323 0.133 0.353 0.017 0.1143
H 3.00678 7.39445 3.04964 0.142 -0.089 0.266 0.1208
H 2.36391 6.80658 5.64598 0.091 0.069 0.099 0.0899
H 4.05897 6.72912 5.05374 -0.192 0.245 -0.111 0.0867
H 3.46288 5.46404 6.06897 -0.334 -0.120 -0.014 0.0756
H 1.48305 4.26381 5.43292 0.605 -0.319 -0.192 0.0730
H 1.17859 3.76096 3.78325 0.008 0.130 -0.245 0.0582
H 0.56297 5.26685 4.51916 0.013 0.062 -0.654 0.0893
H 5.33673 4.31449 4.48227 -0.006 0.077 -0.014 0.1032
C 4.55625 -1.83049 -4.39441 -1.117 0.258 -0.122 -0.0288
C 4.73027 -1.79535 -2.87869 0.883 0.995 0.045 -0.5063
C 3.61540 -2.56841 -2.17879 -0.520 0.291 -0.370 -0.0082
C 6.15487 -2.30478 -2.58267 -1.349 -1.321 -0.227 -0.1385
C 6.65126 -2.03753 -1.18224 0.733 0.050 -0.706 -0.1752
C 6.60448 -0.54412 -0.86840 0.481 -0.858 0.365 -0.1325
C 5.27219 0.10743 -1.22954 -0.365 0.301 1.206 -0.5098
C 4.28647 -0.18934 -0.09179 -0.054 -0.353 0.654 -0.0180
C 5.50200 1.61634 -1.26181 -0.331 0.534 -1.100 -0.0383
N 4.76985 -0.36531 -2.51226 0.795 0.438 -0.734 -0.0843
O 3.53969 0.30645 -2.80291 0.044 -0.308 -0.033 -0.0358
H 3.55957 -1.44347 -4.63944 0.081 -0.056 -0.075 0.0582
H 5.26673 -1.17509 -4.89436 0.225 -0.168 0.036 0.0919
H 4.56382 -2.83773 -4.81233 0.331 -0.060 0.150 0.0941
H 2.78818 -1.87267 -2.01397 0.019 -0.032 0.126 0.0646
H 3.19205 -3.31800 -2.85067 0.241 -0.294 0.212 0.0767
H 3.89008 -2.99740 -1.21791 0.085 -0.142 -0.041 0.0759
H 6.01565 -3.38160 -2.76221 0.516 -0.028 0.171 0.1276
H 6.85062 -1.96916 -3.35051 0.007 0.352 0.099 0.1212
H 6.13771 -2.63668 -0.43030 -0.208 0.066 -0.041 0.1069
H 7.69074 -2.38018 -1.19728 -0.006 0.056 0.438 0.1144
H 7.45921 -0.01615 -1.29735 -0.177 -0.060 -0.480 0.1227
H 6.79089 -0.48756 0.20899 -0.339 0.472 0.017 0.1242
H 3.26277 0.12266 -0.28898 0.065 0.066 -0.432 0.0589
H 4.56862 0.31441 0.83771 0.156 0.040 -0.117 0.0881
H 4.27986 -1.25921 0.12465 -0.124 0.004 0.046 0.0757
H 6.19495 1.95216 -0.49532 -0.162 -0.140 0.266 0.0740
H 4.55741 2.16307 -1.20325 0.043 -0.028 0.362 0.0770
H 5.92488 1.94539 -2.21928 0.176 -0.328 0.018 0.0918
H 3.79952 0.83923 -3.56186 -0.178 0.171 0.009 0.1133
C 2.55162 -5.42015 1.33733 -0.686 -0.341 -0.665 -0.0546
C 1.86119 -4.99246 2.60819 0.515 0.346 0.866 -0.4970
C 0.37834 -5.28147 2.63366 0.034 0.463 0.125 -0.0427
O 2.51462 -5.55188 3.76468 -0.028 -0.139 -0.239 -0.0576
H 2.41769 -6.50189 1.21769 0.353 -0.010 0.139 0.0791
H 3.60186 -5.15042 1.27004 0.064 -0.056 0.241 0.0818
H 2.03655 -5.00640 0.46099 0.061 0.224 0.118 0.0583
H 1.98976 -3.91945 2.79216 -0.014 0.048 -0.339 0.1173
H 0.14858 -6.31669 2.37443 -0.053 -0.022 -0.009 0.0834
H -0.13643 -4.59260 1.96100 -0.072 -0.222 -0.147 0.0594
H 0.02720 -5.05088 3.64077 -0.176 -0.190 -0.006 0.0837
H 2.07327 -6.36856 4.01661 0.012 -0.066 -0.081 0.0842
C -1.27204 -0.63754 0.91011 -0.162 -0.118 -0.574 -0.0460
C 0.16252 -0.99140 1.26553 -0.494 0.053 -0.387 -0.4510
C 0.71278 -2.05539 0.31642 -0.148 -0.138 0.572 -0.0296
O 0.92389 0.22171 1.20714 0.147 -0.271 0.183 -0.0522
H -1.58508 0.27016 1.42404 -0.095 -0.086 0.113 0.0794
H -1.98666 -1.44998 1.06894 0.120 -0.023 0.386 0.0811
H -1.32044 -0.45480 -0.16667 -0.014 0.233 0.048 0.0509
H 0.19416 -1.36551 2.28972 0.138 0.068 0.042 0.1056
H -0.05803 -2.80429 0.12140 0.023 -0.025 0.005 0.0632
H 1.55295 -2.57612 0.78108 0.188 0.121 -0.271 0.0711
H 0.99460 -1.61989 -0.64392 0.078 -0.011 -0.004 0.0666
H 1.51801 0.14861 0.45576 0.053 0.121 -0.006 0.0401